[1]
Entry from the Open Molecules 2025 dataset: 2 unconnected molecules or ions with the total composition C3H10N2O2 (the ωB97M-V functional and the def2-TZVPD basis).

Results
SMILES: NCCNC=O.O
Kohn-Sham gap (eV): 9.993
Molar mass (g mol⁻¹): 106.1
ΔE to the lowest compared entry with this formula, charge and spin (kJ/mol): 223.0
Electronic energy (Ha): -380.2517
LUMO level (eV): 0.5

```
! wB97M-V def2-TZVPD RIJCOSX def2/J DEFGRID3
* xyz 0 1
C -0.353 -2.178 0.028
N -0.270 -0.930 0.480
C -1.021 0.257 -0.274
C -0.670 1.530 0.540
N -1.601 2.619 0.160
O 0.552 -3.081 0.172
H -1.438 -2.387 -0.310
H 0.702 -0.637 0.869
H -2.092 -0.043 -0.203
H -0.568 0.314 -1.375
H -0.694 1.421 1.561
H 0.386 1.816 0.331
H -1.207 3.495 0.576
H -1.700 2.666 -0.922
H 2.624 0.440 -1.589
H 3.633 0.929 -0.643
O 2.663 0.895 -0.739
*
```


[2]
Entry from the Open Molecules 2025 dataset: 2 unconnected molecules or ions with the total composition C4H10N3O (the ωB97M-V functional and the def2-TZVPD basis).

Results
Kohn-Sham gap (alpha / beta) (eV): 7.476 / 6.984
Molar mass (g mol⁻¹): 116.1
ΔE to the lowest compared entry with this formula, charge and spin (kJ/mol): 427.6
Electronic energy (Ha): -397.5164
LUMO level (alpha / beta) (eV): -5.0 / -5.4

```
! wB97M-V def2-TZVPD RIJCOSX def2/J DEFGRID3
* xyz 1 1
C -0.269 1.519 0.946
C 0.093 -0.929 -0.827
C 1.106 1.511 0.813
C -0.648 -2.177 -1.023
N 0.687 -0.735 0.246
N 1.087 -1.288 1.259
N -0.997 2.075 -0.044
O 1.931 1.187 1.852
H -0.837 1.160 1.835
H -0.033 -0.013 -1.466
H 1.611 1.782 -0.075
H -0.975 -2.563 0.016
H -0.015 -2.775 -1.557
H -1.609 -2.211 -1.598
H -2.029 2.065 0.106
H 0.531 -1.017 2.093
H -0.679 2.927 -0.533
H 2.797 0.869 1.583
*
```


[3]
Entry from the Open Molecules 2025 dataset: a molecular structure, C30H42AsN5OPtSi2 (the ωB97M-V functional and the def2-TZVPD basis).

Results
Kohn-Sham gap (eV): 6.460
Molar mass (g mol⁻¹): 814.9
ΔE to the lowest compared entry with this formula, charge and spin (kJ/mol): 0.0
Electronic energy (Ha): -4451.0792
LUMO level (eV): -6.6

```
! wB97M-V def2-TZVPD RIJCOSX def2/J DEFGRID3
* xyz 2 1
Pt -0.172 -0.597 -0.829
C 1.749 -4.670 -0.502
C 0.667 -5.501 -0.742
C -0.590 -4.943 -0.910
C -0.729 -3.564 -0.838
N 0.331 -2.768 -0.645
C 1.537 -3.303 -0.467
C -2.026 -2.872 -0.996
C -3.239 -3.539 -0.976
C -4.401 -2.835 -1.251
C -4.316 -1.496 -1.577
C -3.076 -0.872 -1.542
N -1.969 -1.542 -1.204
C -2.849 0.527 -1.944
C -3.888 1.416 -2.178
C -3.585 2.695 -2.614
C -2.258 3.038 -2.799
C -1.278 2.101 -2.512
N -1.559 0.866 -2.098
H 2.745 -5.065 -0.359
H 0.798 -6.573 -0.802
H -1.441 -5.577 -1.108
H 2.357 -2.617 -0.305
H -3.280 -4.595 -0.756
H -5.359 -3.339 -1.246
H -5.199 -0.946 -1.862
H -4.917 1.127 -2.026
H -4.376 3.406 -2.811
H -1.975 4.017 -3.159
H -0.235 2.346 -2.610
C -2.834 -0.607 1.777
Si -1.232 -0.889 2.687
C -1.075 -2.654 3.263
C -1.090 0.383 4.048
N 0.095 -0.619 1.480
C 1.339 -0.480 1.749
C 1.952 -0.612 3.067
C 3.254 -0.356 3.245
C 4.103 0.058 2.141
C 3.635 0.169 0.889
C 2.239 -0.116 0.599
N 1.730 -0.088 -0.589
Si 2.687 0.329 -2.125
C 4.053 -0.938 -2.248
C 1.551 0.108 -3.574
C 3.266 2.088 -1.972
H -3.592 -0.274 2.489
H -3.208 -1.516 1.302
H -2.736 0.169 1.013
H -1.952 -2.940 3.849
H -0.194 -2.827 3.882
H -1.019 -3.329 2.405
H -2.059 0.473 4.544
H -0.841 1.370 3.650
H -0.358 0.142 4.818
H 1.330 -0.920 3.894
H 3.702 -0.450 4.225
H 5.142 0.274 2.352
H 4.287 0.477 0.086
H 3.659 -1.892 -2.606
H 4.594 -1.126 -1.322
H 4.785 -0.597 -2.985
H 1.070 -0.871 -3.587
H 2.153 0.189 -4.483
H 0.776 0.868 -3.625
H 4.010 2.254 -1.193
H 2.401 2.721 -1.774
H 3.716 2.395 -2.920
C -1.514 3.644 1.417
As 0.269 3.525 0.704
C 1.476 3.271 2.180
C 0.690 5.240 -0.051
O 0.394 2.302 -0.404
H -1.538 4.260 2.315
H -1.864 2.638 1.645
H -2.161 4.084 0.659
H 1.402 4.102 2.881
H 2.490 3.223 1.786
H 1.240 2.340 2.695
H 0.477 6.038 0.657
H 0.089 5.379 -0.948
H 1.746 5.263 -0.317
*
```


[4]
Entry from the Open Molecules 2025 dataset: 2 unconnected molecules or ions with the total composition C4H4FN (the ωB97M-V functional and the def2-TZVPD basis).

Results
Kohn-Sham gap (alpha / beta) (eV): 9.019 / 9.020
Molar mass (g mol⁻¹): 85.1
ΔE to the lowest compared entry with this formula, charge and spin (kJ/mol): 519.3
Electronic energy (Ha): -309.2240
LUMO level (alpha / beta) (eV): -1.7 / -1.7

```
! wB97M-V def2-TZVPD RIJCOSX def2/J DEFGRID3
* xyz 0 1
C 1.360 1.734 0.942
C 0.198 -0.887 -0.842
C -0.844 -0.784 0.246
C -0.274 0.414 -0.272
N 2.119 2.258 1.666
F -0.808 1.513 -0.878
H 1.117 -1.204 -0.563
H -0.327 -1.125 -1.699
H -2.042 -0.919 0.129
H -0.498 -0.999 1.271
*
```


[5]
Entry from the Open Molecules 2025 dataset: 10 unconnected molecules or ions with the total composition C36H87F6N9O6P (the ωB97M-V functional and the def2-TZVPD basis).

Results
Kohn-Sham gap (eV): 8.510
Molar mass (g mol⁻¹): 887.1
Electronic energy (Ha): -3308.8141
LUMO level (eV): 2.3

```
! wB97M-V def2-TZVPD RIJCOSX def2/J DEFGRID3
* xyz -1 1
P 0.152 -1.026 0.486
F 0.183 -2.494 -0.302
F 1.315 -0.535 -0.507
F -0.980 -0.741 -0.613
F -0.024 0.359 1.256
F -0.983 -1.641 1.476
F 1.294 -1.512 1.544
C -0.881 4.307 6.284
C -0.734 4.587 4.772
N -1.713 3.759 3.984
C -3.120 4.203 4.179
C -3.935 3.036 4.787
C -1.356 3.816 2.581
C -1.631 2.413 1.945
H -1.865 3.898 6.509
H -0.924 5.279 6.780
H -0.068 3.677 6.638
H -0.894 5.648 4.548
H 0.330 4.496 4.550
H -3.047 4.987 4.938
H -3.559 4.659 3.292
H -3.633 2.113 4.292
H -3.798 2.879 5.856
H -5.003 3.158 4.592
H -0.292 4.051 2.521
H -1.808 4.619 1.990
H -0.997 2.281 1.069
H -2.708 2.342 1.786
H -1.337 1.638 2.650
C 5.228 2.057 2.652
C 4.216 1.680 1.536
N 3.312 2.690 1.099
C 2.366 3.190 2.131
C 1.703 2.074 2.976
C 3.963 3.826 0.394
C 2.998 4.883 -0.169
H 4.657 2.073 3.584
H 5.525 3.103 2.563
H 6.087 1.391 2.699
H 4.810 1.377 0.669
H 3.678 0.775 1.823
H 2.803 3.848 2.895
H 1.684 3.867 1.618
H 1.244 1.361 2.284
H 2.444 1.375 3.368
H 0.993 2.396 3.733
H 4.371 3.383 -0.516
H 4.705 4.375 0.980
H 3.600 5.507 -0.831
H 2.567 5.571 0.561
H 2.194 4.426 -0.748
C -3.671 0.029 0.001
C -4.354 1.320 -0.496
N -5.512 1.138 -1.347
C -5.902 2.418 -2.000
C -7.026 2.289 -2.964
C -6.639 0.655 -0.472
C -7.111 1.633 0.644
H -3.581 -0.709 -0.795
H -4.257 -0.536 0.730
H -2.737 0.292 0.489
H -4.551 1.953 0.377
H -3.568 1.916 -0.967
H -5.050 2.555 -2.671
H -6.037 3.240 -1.295
H -6.968 1.324 -3.475
H -7.072 2.938 -3.841
H -8.017 2.377 -2.512
H -7.555 0.291 -0.939
H -6.260 -0.252 -0.001
H -7.505 2.596 0.314
H -7.921 1.149 1.190
H -6.348 1.968 1.347
C 2.246 2.234 -2.508
O 3.021 2.391 -3.457
N 0.914 2.517 -2.544
C 0.282 3.295 -3.608
C 0.004 2.169 -1.482
H 2.545 1.833 -1.528
H -0.051 4.285 -3.290
H -0.605 2.785 -3.990
H 0.964 3.390 -4.452
H -0.196 3.070 -0.895
H -0.932 1.776 -1.879
H 0.449 1.379 -0.877
C -0.397 -3.742 3.817
O -0.176 -4.905 3.545
N 0.502 -2.997 4.507
C 0.329 -1.569 4.783
C 1.669 -3.582 5.186
H -1.222 -3.187 3.347
H -0.664 -1.193 4.527
H 1.045 -1.004 4.186
H 0.306 -1.312 5.844
H 1.572 -4.642 4.952
H 2.609 -3.167 4.818
H 1.788 -3.407 6.257
C 4.422 -0.625 -1.824
O 4.818 0.224 -2.610
N 5.099 -1.780 -1.616
C 6.497 -1.998 -2.099
C 4.734 -2.844 -0.675
H 3.561 -0.572 -1.138
H 7.222 -1.812 -1.310
H 6.631 -1.490 -3.053
H 6.494 -3.027 -2.462
H 5.212 -3.755 -1.029
H 5.168 -2.538 0.280
H 3.671 -3.047 -0.550
C 2.377 -6.698 -3.847
O 1.863 -7.234 -2.904
N 2.862 -5.404 -3.914
C 3.277 -4.828 -5.176
C 2.809 -4.539 -2.807
H 2.563 -7.260 -4.779
H 4.364 -4.743 -5.279
H 2.887 -3.820 -5.312
H 3.049 -5.525 -5.985
H 1.798 -4.282 -2.483
H 3.359 -5.011 -1.987
H 3.369 -3.603 -2.843
C -0.753 -5.944 -0.594
O -0.209 -7.007 -0.840
N -1.879 -5.505 -1.228
C -2.768 -4.495 -0.668
C -2.569 -6.336 -2.233
H -0.473 -5.265 0.223
H -3.460 -5.070 -0.052
H -3.208 -3.909 -1.476
H -2.168 -3.734 -0.167
H -3.217 -5.762 -2.897
H -1.944 -6.844 -2.971
H -3.159 -7.195 -1.900
C 1.791 -0.702 -5.451
O 2.719 -0.145 -4.877
N 0.698 -1.104 -4.739
C -0.429 -1.706 -5.410
C 0.538 -0.813 -3.339
H 1.835 -1.125 -6.467
H -0.250 -1.968 -6.450
H -1.317 -1.080 -5.271
H -0.772 -2.551 -4.805
H 1.345 -0.187 -2.963
H -0.334 -0.183 -3.135
H 0.385 -1.644 -2.650
*
```


[6]
Entry from the Open Molecules 2025 dataset: a single C4H13N3S molecule (the ωB97M-V functional and the def2-TZVPD basis).

Results
SMILES: NCN[C@@H](CN)CS
Kohn-Sham gap (eV): 9.498
Molar mass (g mol⁻¹): 135.2
ΔE to the lowest compared entry with this formula, charge and spin (kJ/mol): 112.1
Electronic energy (Ha): -722.6262
LUMO level (eV): 0.9

```
! wB97M-V def2-TZVPD RIJCOSX def2/J DEFGRID3
* xyz 0 1
C -1.441 -0.329 0.699
N -1.293 -0.970 1.995
C -0.049 -0.335 0.000
C 0.184 -1.654 -0.765
S 0.510 -3.159 0.236
N 0.192 0.742 -0.939
C 0.863 1.951 -0.424
N 2.043 2.268 -1.208
H -2.221 -0.871 0.179
H -1.811 0.716 0.644
H -0.626 -0.490 2.578
H -2.143 -1.169 2.511
H 0.697 -0.268 0.789
H -0.619 -1.830 -1.476
H 1.061 -1.549 -1.407
H -0.245 -3.034 1.322
H -0.599 1.038 -1.491
H 0.195 2.813 -0.284
H 1.127 1.780 0.627
H 2.309 1.397 -1.651
H 1.866 2.954 -1.937
*
```


[7]
Entry from the Open Molecules 2025 dataset: a single C3H2N4O molecule (the ωB97M-V functional and the def2-TZVPD basis).

Results
SMILES: O=c1ccnnnn1
Kohn-Sham gap (eV): 8.533
Molar mass (g mol⁻¹): 110.1
ΔE to the lowest compared entry with this formula, charge and spin (kJ/mol): 399.7
Electronic energy (Ha): -409.5759
LUMO level (eV): -1.0

```
! wB97M-V def2-TZVPD RIJCOSX def2/J DEFGRID3
* xyz 0 1
C -1.127 0.130 0.607
C -0.540 0.025 -0.886
C 0.685 -0.338 -1.023
H -1.169 0.542 -1.802
H 1.343 -0.451 -1.906
N 1.376 -0.977 0.139
N 1.220 -0.513 1.267
N 0.739 0.931 1.465
N -0.457 1.297 1.292
O -2.070 -0.646 0.846
*
```


[8]
Entry from the Open Molecules 2025 dataset: 2 unconnected molecules or ions with the total composition C3H6O3 (the ωB97M-V functional and the def2-TZVPD basis).

Results
SMILES: C=CO.O=CO
Kohn-Sham gap (eV): 9.928
Molar mass (g mol⁻¹): 90.1
ΔE to the lowest compared entry with this formula, charge and spin (kJ/mol): 227.3
Electronic energy (Ha): -343.5680
LUMO level (eV): 0.5

```
! wB97M-V def2-TZVPD RIJCOSX def2/J DEFGRID3
* xyz 0 1
O 0.008 0.723 3.336
C 0.472 -0.118 2.602
O 1.568 -0.874 2.865
H 0.001 -0.428 1.613
H 2.255 -0.640 2.200
C -0.286 -0.226 -0.895
C -0.836 0.125 -2.088
O -0.683 1.411 -2.604
H -0.391 -1.232 -0.372
H 0.323 0.494 -0.370
H -1.429 -0.575 -2.704
H -1.002 1.340 -3.584
*
```


[9]
Entry from the Open Molecules 2025 dataset: 2 unconnected molecules or ions with the total composition C4H6ClNO (the ωB97M-V functional and the def2-TZVPD basis).

Results
Kohn-Sham gap (alpha / beta) (eV): 7.171 / 8.377
Molar mass (g mol⁻¹): 119.6
ΔE to the lowest compared entry with this formula, charge and spin (kJ/mol): 582.3
Electronic energy (Ha): -746.0055
LUMO level (alpha / beta) (eV): -0.1 / -0.6

```
! wB97M-V def2-TZVPD RIJCOSX def2/J DEFGRID3
* xyz 0 1
C -1.269 -0.144 -0.005
C -0.077 -0.137 0.968
C -0.362 -0.472 -1.167
C 0.757 -0.629 -0.155
N 1.871 2.010 -0.012
O 1.190 2.418 0.876
Cl 2.214 -1.529 -0.065
H -2.020 -0.890 0.122
H -1.721 0.714 -0.252
H 0.192 0.749 1.426
H -0.010 -0.826 1.899
H -0.482 -1.444 -1.631
H -0.285 0.181 -2.004
*
```


[10]
Entry from the Open Molecules 2025 dataset: 2 unconnected molecules or ions with the total composition C5H9N2 (the ωB97M-V functional and the def2-TZVPD basis).

Results
Kohn-Sham gap (eV): 11.301
Molar mass (g mol⁻¹): 97.1
ΔE to the lowest compared entry with this formula, charge and spin (kJ/mol): 490.3
Electronic energy (Ha): -305.0433
LUMO level (eV): -3.9

```
! wB97M-V def2-TZVPD RIJCOSX def2/J DEFGRID3
* xyz 1 1
C -1.592 0.391 -0.750
C 2.071 -0.971 -0.075
C 2.244 -0.002 1.031
C -0.266 0.821 -0.567
C -2.966 0.362 -0.347
N -0.712 0.087 -1.659
N 0.929 -0.391 0.588
H 2.238 -0.646 -1.091
H 2.266 -2.022 0.089
H 2.555 -0.352 2.006
H 2.546 1.010 0.803
H 0.321 1.706 -0.456
H -3.599 0.452 -1.233
H -3.191 1.143 0.378
H -3.202 -0.610 0.094
H 0.359 -0.978 1.188
*
```


[11]
Entry from the Open Molecules 2025 dataset: a molecular structure, C15H27N2O2PPdSSe2 (the ωB97M-V functional and the def2-TZVPD basis).

Results
Kohn-Sham gap (alpha / beta) (eV): 6.805 / 6.804
Molar mass (g mol⁻¹): 594.8
ΔE to the lowest compared entry with this formula, charge and spin (kJ/mol): 0.0
Electronic energy (Ha): -6517.5826
LUMO level (alpha / beta) (eV): -7.0 / -7.0

```
! wB97M-V def2-TZVPD RIJCOSX def2/J DEFGRID3
* xyz 2 1
Pd 0.162 0.618 0.058
O 5.262 -0.228 -2.680
C 4.154 -1.100 -2.664
C 3.060 -0.442 -1.790
C 1.905 -1.440 -1.830
O 0.660 -1.014 -1.262
C 3.676 -0.201 -0.395
Se 2.621 1.055 0.715
C 2.759 0.940 -2.405
Se 1.654 2.104 -1.259
H 5.989 -0.613 -3.180
H 4.411 -2.078 -2.242
H 3.761 -1.258 -3.673
H 2.220 -2.351 -1.316
H 1.718 -1.679 -2.879
H -0.087 -1.451 -1.696
H 4.648 0.262 -0.526
H 3.783 -1.128 0.168
H 2.366 0.920 -3.419
H 3.694 1.494 -2.414
C -2.853 -0.003 2.022
P -1.573 -0.657 0.921
C -0.978 -2.166 1.734
C -2.399 -1.155 -0.603
C -3.092 -0.167 -1.315
C -3.687 -0.477 -2.522
C -3.578 -1.766 -3.045
C -2.883 -2.740 -2.349
C -2.291 -2.439 -1.124
H -3.658 -0.735 2.092
H -3.252 0.925 1.617
H -2.441 0.179 3.015
H -1.776 -2.905 1.812
H -0.638 -1.920 2.740
H -0.143 -2.587 1.177
H -3.172 0.842 -0.928
H -4.235 0.284 -3.060
H -4.044 -1.998 -3.994
H -2.811 -3.746 -2.742
H -1.784 -3.227 -0.577
C -0.988 3.996 4.671
N -1.095 3.711 3.241
C -0.589 2.649 2.646
N 0.046 1.714 3.354
S -0.792 2.524 0.945
H -1.611 4.856 4.895
H 0.039 4.230 4.954
H -1.352 3.156 5.263
H -1.544 4.394 2.650
H 0.243 1.848 4.333
H 0.515 0.970 2.862
*
```


[12]
Entry from the Open Molecules 2025 dataset: a molecular structure, C8H16FO3PSZr (the ωB97M-V functional and the def2-TZVPD basis).

Results
Kohn-Sham gap (eV): 4.568
Molar mass (g mol⁻¹): 333.5
Electronic energy (Ha): -1424.4164
LUMO level (eV): -20.0

```
! wB97M-V def2-TZVPD RIJCOSX def2/J DEFGRID3
* xyz 4 1
C 2.168 -1.210 1.469
C 2.329 -1.423 -0.031
O 3.248 -0.490 -0.534
C 2.846 0.577 -1.342
C 1.738 1.461 -0.627
C 0.367 1.431 -1.295
O 0.126 1.286 -2.385
O -0.833 1.645 -0.307
C -1.361 0.317 0.104
C -2.265 -0.339 -1.013
C -3.687 -0.786 -0.613
F -4.290 -1.112 -1.821
P -2.152 0.418 1.809
S -1.061 -0.687 3.016
H 1.358 -0.352 1.678
H 3.088 -0.796 1.895
H 1.882 -2.090 2.047
H 2.749 -2.433 -0.149
H 1.390 -1.417 -0.598
H 2.469 0.297 -2.332
H 3.732 1.198 -1.463
H 1.694 1.030 0.424
H 2.045 2.520 -0.612
H -0.465 -0.331 0.217
H -1.724 -1.212 -1.388
H -2.329 0.397 -1.819
H -3.672 -1.679 0.025
H -4.265 0.030 -0.154
H -3.564 0.341 1.874
H -1.848 1.781 2.273
Zr 0.286 1.630 1.650
*
```